Entry from the OMol25 dataset: a cluster of 14 separate species, C76H171N9O13 in total at a distorted geometry (the ωB97M-V functional and the def2-TZVPD basis).

Positions of all 269 atoms, in Å:
1 O -3.113 -4.041 2.476
2 O -4.970 3.888 -1.727
3 O 4.454 3.220 -7.803
4 O 0.330 3.461 -0.768
5 O 4.393 -0.042 -3.148
6 O -0.306 -0.791 2.181
7 O 1.767 0.746 3.613
8 O -3.841 3.812 0.149
9 O 2.495 2.943 -0.502
10 O -3.296 -2.526 0.857
11 O 5.547 0.998 -4.711
12 O 2.975 -4.978 -4.666
13 O 3.413 -0.202 2.578
14 N 3.332 -1.985 -5.019
15 N -5.547 -0.021 -1.153
16 N -2.996 -4.901 5.896
17 N -2.919 5.807 -3.789
18 N 6.258 3.589 2.300
19 N 7.055 2.201 -6.708
20 N 1.278 -9.460 0.105
21 N 1.686 0.884 0.823
22 N -1.581 3.170 3.004
23 C -2.520 4.350 -3.677
24 C 2.352 -11.580 -0.821
25 C 5.676 3.160 3.702
26 C 0.336 4.912 2.836
27 C -6.297 7.568 -3.918
28 C -2.613 4.203 2.955
29 C 0.679 -11.744 1.031
30 C 6.809 5.855 1.235
31 C -0.498 -5.627 5.491
32 C -3.714 -2.957 8.084
33 C -3.619 -3.027 1.942
34 C 5.249 0.867 -3.582
35 C -0.594 6.178 -4.793
36 C 7.483 2.781 1.955
37 C -5.676 1.392 -3.292
38 C -6.264 1.115 -1.911
39 C -2.729 -5.207 7.398
40 C -4.753 4.343 -0.570
41 C 3.687 4.184 -7.078
42 C 1.889 4.819 2.812
43 C -1.979 1.996 2.201
44 C -7.584 -0.846 0.122
45 C -4.850 7.365 -4.387
46 C 1.865 5.038 -1.646
47 C -2.819 -3.316 5.687
48 C -4.314 -5.313 5.396
49 C 2.633 -5.267 -3.335
50 C 0.658 -8.167 -0.455
51 C -1.032 4.148 -3.529
52 C 1.101 -0.413 -1.198
53 C -4.152 0.297 -0.785
54 C 5.567 1.634 3.888
55 C -6.271 -0.082 0.111
56 C 7.285 7.277 1.683
57 C 8.165 4.129 -7.539
58 C 5.674 1.793 -2.465
59 C -0.619 -6.035 -0.177
60 C 2.878 -0.953 4.809
61 C 0.313 -6.356 4.407
62 C 1.961 -4.072 -5.175
63 C -2.061 6.441 -4.964
64 C -2.641 6.504 -2.494
65 C -3.112 0.938 4.219
66 C 5.181 3.242 1.293
67 C 1.504 3.702 -0.889
68 C 0.944 -1.913 -5.626
69 C -3.188 1.281 2.762
70 C 2.002 -2.601 -4.791
71 C -6.919 -2.014 -1.921
72 C 2.330 -9.130 1.111
73 C -3.831 -2.606 6.605
74 C -0.280 4.674 -4.712
75 C -5.633 5.471 -0.124
76 C 6.626 5.011 2.490
77 C -5.514 -1.401 -1.810
78 C -4.323 5.916 -4.152
79 C 7.200 1.292 2.005
80 C -2.614 2.190 5.023
81 C 1.850 -10.128 -1.158
82 C -0.413 -1.800 3.224
83 C 0.679 0.067 0.177
84 C 6.801 3.587 -7.147
85 C -7.591 -2.182 -0.632
86 C -3.726 -4.463 8.249
87 C -6.575 2.375 -4.043
88 C -4.723 -2.259 2.702
89 C -1.980 -5.679 5.038
90 C 5.705 3.618 -8.269
91 C 0.350 -1.167 1.027
92 C 0.154 -10.359 0.642
93 C -1.352 2.709 4.390
94 C 1.317 -12.441 -0.103
95 C -0.282 3.586 2.377
96 C 2.653 -0.120 3.557
97 C 6.830 0.799 3.376
98 C 0.163 -7.115 0.611
99 H 2.216 -0.498 -1.280
100 H -0.112 6.611 -5.701
101 H -1.681 7.025 -2.583
102 H 0.166 -5.912 3.425
103 H 3.928 -1.230 4.969
104 H -5.138 -5.019 6.102
105 H -0.389 -9.910 1.464
106 H 0.727 0.357 -1.889
107 H -2.792 4.510 1.900
108 H -0.598 1.904 4.291
109 H 2.417 5.662 3.287
110 H 1.364 1.167 1.784
111 H -2.994 -3.286 4.659
112 H -6.581 5.385 -0.749
113 H 2.531 0.290 1.048
114 H 6.690 7.605 2.557
115 H -2.037 -5.103 4.092
116 H -3.775 -0.474 -0.094
117 H -0.221 -4.583 5.567
118 H -3.533 3.786 3.374
119 H -7.046 7.079 -4.561
120 H -4.708 1.924 -3.212
121 H 1.181 -1.869 -6.667
122 H 5.912 2.891 -9.108
123 H -8.265 -0.197 -0.431
124 H -1.564 -6.422 -0.580
125 H 2.202 -1.801 4.860
126 H 0.570 -12.768 -0.816
127 H -0.231 0.684 0.072
128 H -2.846 3.830 -4.561
129 H -6.853 -2.959 -2.453
130 H -3.541 0.342 -1.721
131 H 6.043 1.135 -1.659
132 H -7.552 -1.349 -2.533
133 H -5.568 -2.193 1.974
134 H 6.459 4.141 -6.255
135 H -0.516 -7.572 1.312
136 H -3.377 2.964 4.903
137 H -0.808 3.453 4.977
138 H 1.531 -7.812 -1.102
139 H 2.753 -4.468 -2.598
140 H -0.933 -5.247 0.480
141 H 5.430 3.713 0.343
142 H 6.893 1.588 -7.612
143 H -2.464 5.964 -5.892
144 H -3.677 -1.583 6.395
145 H 1.008 -10.127 -1.910
146 H -4.462 -1.198 2.816
147 H -5.664 0.510 -3.872
148 H -1.188 1.254 2.102
149 H 1.052 5.680 -1.512
150 H 2.592 -10.115 1.527
151 H -0.483 -10.477 -0.224
152 H -0.162 -12.312 1.496
153 H 7.119 8.019 0.878
154 H -4.491 -4.981 4.370
155 H -4.740 -4.824 8.121
156 H -1.720 -4.828 7.576
157 H -1.764 -3.092 5.984
158 H 8.827 4.160 -6.639
159 H 2.772 5.517 -1.294
160 H 2.736 -9.562 -1.506
161 H -5.026 -1.304 -2.803
162 H -0.358 -6.125 6.419
163 H 7.638 4.979 3.018
164 H 1.336 -1.621 1.148
165 H 0.455 2.879 2.651
166 H 4.186 4.479 -6.172
167 H 0.798 4.539 -4.563
168 H 6.346 3.663 4.436
169 H 4.799 2.279 -2.090
170 H 8.060 0.767 1.623
171 H 2.538 -11.933 -1.795
172 H 8.096 5.156 -7.968
173 H 2.139 3.971 3.413
174 H -5.560 -0.475 0.879
175 H 0.014 5.835 2.355
176 H 8.360 3.059 2.529
177 H -4.622 7.639 -5.441
178 H -0.752 -1.332 4.172
179 H -8.568 -2.681 -0.731
180 H 3.924 -2.774 -4.896
181 H 1.927 -4.180 -6.267
182 H 0.955 -6.597 1.196
183 H -7.306 0.786 -2.029
184 H -4.846 -2.876 6.192
185 H -4.293 8.156 -3.818
186 H -4.462 -6.382 5.440
187 H -5.191 6.442 -0.192
188 H -2.746 -2.570 8.447
189 H 6.441 2.478 -2.855
190 H -2.328 7.532 -4.945
191 H 6.686 -0.266 3.436
192 H -7.515 1.920 -4.472
193 H 2.282 4.685 1.793
194 H 1.413 -11.563 1.829
195 H -2.257 5.026 3.562
196 H 1.033 -4.431 -4.748
197 H 5.819 5.430 3.144
198 H -6.468 7.236 -2.907
199 H 1.793 -2.554 -3.729
200 H 7.609 0.947 4.195
201 H 4.711 1.177 3.362
202 H -0.102 6.614 -3.901
203 H 0.565 -1.333 -1.385
204 H -4.550 5.329 -5.095
205 H 1.576 -5.532 -3.292
206 H -5.950 5.283 0.941
207 H 0.061 5.074 3.899
208 H 5.829 5.999 0.809
209 H 2.064 1.730 0.297
210 H -5.032 -2.708 3.649
211 H 6.476 0.991 1.300
212 H -3.447 -4.690 9.292
213 H -4.566 -2.458 8.620
214 H 2.020 4.839 -2.723
215 H -4.944 5.497 -3.366
216 H 1.820 -13.312 0.256
217 H 3.991 -0.620 -3.814
218 H 0.882 -0.874 -5.274
219 H 8.607 3.313 -8.193
220 H 4.668 3.537 3.718
221 H -6.246 1.983 -1.269
222 H -6.934 -2.850 -0.105
223 H 6.342 1.795 -6.127
224 H -1.102 -2.560 2.871
225 H 3.318 -6.074 -3.079
226 H -0.270 -1.856 0.423
227 H -2.153 2.387 1.137
228 H 4.198 3.607 1.654
229 H 2.792 3.644 -6.890
230 H -8.007 -0.984 1.137
231 H -2.362 -6.697 4.901
232 H 4.973 2.195 1.262
233 H -2.467 1.910 6.016
234 H -0.520 3.615 1.298
235 H 2.638 -0.283 5.623
236 H 1.900 -8.466 1.883
237 H 3.257 -11.408 -0.242
238 H 8.028 2.011 -6.398
239 H -6.335 0.953 0.516
240 H -4.756 -1.971 -1.246
241 H 3.078 -8.636 0.518
242 H -0.842 3.042 -3.452
243 H -0.132 -8.510 -1.160
244 H -2.707 -6.279 7.579
245 H 5.717 4.623 -8.712
246 H 1.397 -6.434 4.616
247 H -3.080 4.067 -2.752
248 H -4.120 0.701 4.554
249 H 8.338 7.234 2.018
250 H 3.420 5.107 -7.589
251 H -0.033 -5.457 -0.941
252 H 7.482 5.475 0.451
253 H -3.262 0.366 2.113
254 H 5.321 1.530 4.975
255 H -3.447 7.124 -2.264
256 H 7.707 2.946 0.889
257 H -2.497 0.079 4.333
258 H 3.360 -1.861 -6.036
259 H -0.104 -2.383 -5.595
260 H -4.090 1.804 2.439
261 H -2.630 5.761 -1.695
262 H -0.034 -7.400 4.309
263 H -6.014 2.727 -4.856
264 H -6.517 8.616 -4.054
265 H -6.742 3.314 -3.466
266 H 0.584 -2.284 3.358
267 H -0.703 4.617 -2.611
268 H -4.143 1.330 -0.362
269 H -0.586 4.139 -5.664

Summary:
2S+1: 1
Charge: +4
Energy: -121582.102 eV
Highest occupied orbital energy: -13.99 eV

Löwdin population analysis, charges in e, atoms 1 to 6:
1 O -0.087
2 O -0.109
3 O -0.176
4 O -0.001
5 O 0.109
6 O -0.199